Entry 1:
C29H44AsN4O3PtSi3 | ωB97M-V/def2-TZVPD

**Largest force on an atom**: 1.16 eV/A
**E_tot**: -4799.7157 hartree
**LUMO level**: -2.50 eV
**HOMO energy**: -10.901 eV
**Relative energy (zero: lowest compared OMol25 entry of this formula, charge and spin)**: 12.33 kcal/mol
**Multiplicity**: 1
**Total charge**: +1

Each line ends with the Mulliken charge.
Cartesian coordinates (Å):
Pt (0.4971, 0.4436, -1.1993)  0.91
N (4.7361, -2.5387, -2.1247)  -0.11
C (4.8630, -3.5284, -1.1869)  -0.87
C (3.8041, -3.3715, -0.3443)  -0.79
N (3.0406, -2.3110, -0.7428)  0.73
C (3.6142, -1.8261, -1.8073)  0.43
C (3.1491, -0.7142, -2.6220)  -0.41
N (2.0793, 0.0871, -2.5160)  0.56
C (2.1167, 0.9187, -3.6248)  -0.56
C (3.1983, 0.6289, -4.3799)  -0.90
N (3.8374, -0.3917, -3.7386)  -0.03
H (5.3677, -2.4009, -2.8949)  0.13
H (5.6685, -4.2367, -1.2124)  0.47
H (3.5544, -3.9539, 0.5233)  0.37
H (1.3611, 1.6629, -3.7719)  0.56
H (3.5650, 1.0560, -5.2924)  0.47
H (4.6819, -0.8282, -4.0643)  0.15
O (-1.2719, 1.1060, -0.3291)  0.52
C (-1.7938, 2.3709, -0.8632)  2.57
C (-0.9655, 2.7688, -2.1172)  -0.09
O (-1.1980, 3.7878, -2.7113)  -0.63
O (-0.0645, 1.9135, -2.4925)  -0.73
C (-1.6766, 3.3704, 0.2721)  -0.24
C (-1.5014, 4.7336, 0.0629)  -0.24
C (-1.4547, 5.5965, 1.1469)  -0.94
C (-1.5861, 5.1183, 2.4414)  -0.60
C (-1.7755, 3.7603, 2.6493)  -0.84
C (-1.8242, 2.8991, 1.5680)  -0.24
C (-3.2531, 2.1864, -1.2834)  -0.14
C (-3.9587, 3.3149, -1.6944)  -0.43
C (-5.2700, 3.2111, -2.1184)  -0.87
C (-5.9099, 1.9804, -2.1376)  -0.58
C (-5.2241, 0.8543, -1.7213)  -1.17
C (-3.9062, 0.9584, -1.2970)  0.36
H (-1.9050, 0.4118, -0.5664)  -0.52
H (-1.3754, 5.1206, -0.9376)  0.54
H (-1.3119, 6.6534, 0.9710)  0.42
H (-1.5501, 5.7991, 3.2798)  0.42
H (-1.8942, 3.3714, 3.6509)  0.46
H (-2.0028, 1.8440, 1.7223)  0.47
H (-3.4737, 4.2785, -1.6932)  0.44
H (-5.7950, 4.1009, -2.4362)  0.42
H (-6.9348, 1.9027, -2.4706)  0.41
H (-5.7081, -0.1120, -1.7196)  0.45
H (-3.4501, 0.0282, -0.9694)  0.16
C (-2.6327, -1.7047, 2.1589)  -1.23
Si (-0.8350, -1.3255, 2.5471)  0.88
C (-0.7809, 0.1177, 3.7432)  -0.75
C (-0.0778, -2.8143, 3.4002)  -1.05
As (0.6275, -1.1517, 0.6237)  -0.03
Si (-0.0995, -3.0671, -0.6995)  0.43
C (-0.0669, -4.6330, 0.3318)  -1.34
C (-1.8369, -2.5128, -1.1542)  -1.02
C (0.7069, -3.3961, -2.3539)  -1.07
Si (2.5653, -0.0608, 1.6421)  0.25
C (3.1618, -1.0340, 3.1302)  -1.19
C (4.0060, 0.3772, 0.5325)  -1.05
C (1.8085, 1.5850, 2.1190)  -0.80
H (-3.1436, -1.7278, 3.1241)  0.49
H (-2.7755, -2.6752, 1.6910)  0.38
H (-3.1279, -0.9463, 1.5520)  0.28
H (-1.4488, -0.1424, 4.5676)  0.49
H (-1.1292, 1.0506, 3.3167)  -0.30
H (0.2044, 0.2832, 4.1670)  0.42
H (-0.6907, -3.0673, 4.2676)  0.42
H (0.9309, -2.6182, 3.7513)  0.22
H (-0.0406, -3.6866, 2.7547)  0.16
H (-0.8689, -4.6649, 1.0662)  0.40
H (0.8803, -4.7434, 0.8564)  0.36
H (-0.1848, -5.4968, -0.3231)  0.42
H (-2.4979, -2.3219, -0.3158)  0.13
H (-2.2991, -3.2843, -1.7726)  0.59
H (-1.7719, -1.6096, -1.7660)  0.19
H (1.6381, -3.9486, -2.2878)  0.27
H (0.8613, -2.4798, -2.9166)  0.22
H (-0.0126, -4.0042, -2.9073)  0.51
H (3.2943, -2.0915, 2.9105)  0.33
H (2.4738, -0.9418, 3.9682)  0.36
H (4.1246, -0.6374, 3.4538)  0.43
H (4.7089, -0.4318, 0.3737)  0.26
H (4.5283, 1.1884, 1.0451)  0.53
H (3.6691, 0.7587, -0.4312)  0.20
H (0.9913, 1.5291, 2.8283)  0.12
H (1.4420, 2.1112, 1.2346)  0.09
H (2.5988, 2.1936, 2.5634)  0.50

Entry 2:
C29H44BCl2CoO2S | ωB97M-V/def2-TZVPD

**Largest force on an atom**: 2.00 eV/A
**E_tot**: -4008.2441 hartree
**LUMO level (alpha / beta)**: 2.69 / 2.68 eV
**HOMO energy (alpha / beta)**: -3.128 / -4.475 eV
**Relative energy (zero: lowest compared OMol25 entry of this formula, charge and spin)**: 0.00 kcal/mol
**⟨S²⟩**: 3.765
**Multiplicity**: 4
**Total charge**: -1

Each line ends with the Mulliken charge.
Cartesian coordinates (Å):
Co (-16.7310, -0.7695, -0.8335)  0.19
C (-17.2171, -2.0568, 1.0329)  0.19
C (-17.9604, -2.5606, -0.0986)  0.35
C (-18.8782, -1.4849, -0.4263)  -0.69
C (-18.6781, -0.4480, 0.5159)  -0.67
C (-17.6340, -0.7879, 1.3957)  -0.19
C (-17.1875, -0.0875, 2.6537)  2.21
C (-15.8093, 0.5577, 2.4283)  -1.58
C (-17.1229, -1.1347, 3.8032)  -1.62
C (-18.2048, 1.0231, 3.0103)  -1.85
C (-20.0541, -1.4162, -1.3928)  2.75
C (-21.2432, -2.0606, -0.6894)  -1.71
C (-19.7093, -2.0045, -2.7630)  -1.84
C (-20.4154, 0.0689, -1.7143)  -2.08
C (-17.7671, -4.0253, -0.5267)  1.99
C (-17.1581, -4.1681, -1.9276)  -1.44
C (-16.8102, -4.6942, 0.4712)  -2.03
C (-19.1308, -4.7729, -0.4795)  -1.82
H (-16.3964, -2.5971, 1.4523)  0.44
H (-19.2263, 0.4679, 0.5598)  0.28
H (-15.1285, -0.1682, 2.0080)  0.30
H (-15.4042, 0.9608, 3.3693)  0.41
H (-15.8228, 1.3589, 1.6652)  0.17
H (-16.4520, -1.9455, 3.5720)  0.30
H (-18.1392, -1.5874, 3.9347)  0.33
H (-16.7722, -0.6505, 4.7225)  0.40
H (-18.1981, 1.8114, 2.2722)  0.32
H (-17.9710, 1.5265, 3.9485)  0.41
H (-19.2115, 0.5773, 3.1442)  0.33
H (-21.1552, -3.1410, -0.4877)  0.18
H (-22.1747, -1.9370, -1.2244)  0.48
H (-21.3357, -1.5565, 0.2899)  0.29
H (-19.6994, -3.0978, -2.7984)  0.17
H (-18.7201, -1.6168, -3.0127)  0.30
H (-20.3952, -1.6446, -3.5277)  0.53
H (-20.8138, 0.6429, -0.8526)  0.23
H (-21.1836, 0.0766, -2.4860)  0.55
H (-19.5774, 0.5901, -2.0642)  0.43
H (-16.1742, -3.7316, -1.8548)  0.22
H (-17.7563, -3.6325, -2.6969)  0.11
H (-17.0837, -5.2048, -2.2168)  0.49
H (-15.8395, -4.1981, 0.4362)  0.32
H (-16.5646, -5.7142, 0.2275)  0.42
H (-17.1755, -4.6448, 1.5166)  0.30
H (-19.8122, -4.4345, -1.2576)  0.25
H (-19.6290, -4.6844, 0.4892)  0.28
H (-18.9277, -5.8473, -0.6788)  0.45
Cl (-15.6044, -1.9159, -4.1509)  -0.16
C (-13.9796, -1.5456, -3.6381)  0.84
C (-13.0460, -1.3685, -4.6427)  -0.74
C (-11.7147, -1.1597, -4.3305)  -0.39
C (-11.3420, -1.0043, -3.0055)  -0.82
C (-12.2945, -1.1945, -2.0294)  0.27
Cl (-11.7682, -0.9840, -0.3859)  -0.25
C (-13.6149, -1.5013, -2.2694)  -0.27
S (-14.6058, -1.8788, -0.9168)  -0.43
H (-13.3172, -1.4304, -5.6840)  0.42
H (-10.9573, -1.1169, -5.1199)  0.33
H (-10.3456, -0.7483, -2.6836)  0.40
C (-18.1631, 3.7825, -2.0981)  -1.85
C (-16.8517, 3.1696, -2.5689)  2.06
C (-15.8741, 4.2932, -2.7613)  -2.04
O (-16.3834, 2.2304, -1.5592)  -0.57
B (-16.7896, 0.9605, -1.9234)  0.42
O (-17.2491, 0.9483, -3.2125)  -0.14
C (-16.9703, 2.2169, -3.8237)  1.69
C (-15.6753, 2.0569, -4.5356)  -2.18
C (-18.0759, 2.5492, -4.7956)  -2.06
H (-17.9888, 4.2968, -1.1410)  0.50
H (-18.9060, 2.9782, -1.9265)  0.14
H (-18.5604, 4.4901, -2.7980)  0.38
H (-15.8565, 4.9399, -1.8761)  0.50
H (-16.2213, 4.9345, -3.5489)  0.38
H (-14.8654, 3.9639, -2.9702)  0.33
H (-14.8782, 1.8644, -3.8567)  0.42
H (-15.4232, 2.9105, -5.1536)  0.33
H (-15.7809, 1.2014, -5.2100)  0.51
H (-19.0717, 2.4849, -4.3225)  0.27
H (-17.9810, 1.8758, -5.6552)  0.50
H (-17.9430, 3.5510, -5.2000)  0.39